Computed, not measured: a molecular structure, C53H47As2FIrN2O3SeTe, with ωB97M-V/def2-TZVPD.

Structure (XYZ):
```
111
Properties=species:S:1:pos:R:3:lowdin_charge:R:1
Ir -0.7851 0.5554 0.6418 0.5700
C 0.5709 6.3526 -3.7029 -0.0393
C -0.7462 6.3783 -2.9503 -0.2899
C -1.8648 6.9942 -3.7720 -0.1383
C -3.0917 7.1779 -2.8953 -0.1194
C -3.4583 5.8746 -2.2249 -0.1178
C -4.7355 5.6628 -1.7655 0.0712
C -5.0785 4.4547 -1.1607 -0.2483
F -6.3287 4.3015 -0.7087 0.0917
C -4.1868 3.4358 -1.0343 0.0757
C -2.8752 3.6213 -1.4955 -0.0353
C -1.9030 2.5554 -1.3516 -0.2796
O -2.2294 1.4548 -0.7646 -0.2945
C -0.6383 2.7816 -1.8845 -0.0310
C -0.3358 4.0065 -2.4357 0.0600
N -1.1863 5.0234 -2.5029 0.0538
C -2.5030 4.8448 -2.0732 -0.0519
C 0.4504 1.7424 -1.8983 -0.5679
O 1.3295 1.8496 -2.7255 0.0805
O 0.3898 0.7770 -1.0254 -0.2711
H 0.7492 7.3495 -4.1039 0.0936
H 0.5418 5.6533 -4.5420 0.1030
H 1.4172 6.1060 -3.0623 0.0894
H -0.6181 6.9742 -2.0428 0.1636
H -2.0973 6.3325 -4.6117 0.1405
H -1.5287 7.9471 -4.1766 0.1273
H -3.9414 7.5360 -3.4765 0.1272
H -2.8877 7.9333 -2.1312 0.1335
H -5.4874 6.4364 -1.8701 0.1419
H -4.4732 2.4956 -0.5889 0.1070
H 0.6583 4.1488 -2.8299 0.1362
C 3.0410 -0.4136 -0.0390 -0.4056
C 2.3853 -1.4590 0.8652 -0.3674
As 0.4750 -1.4089 1.2960 1.2241
C 0.6285 -2.5666 2.8380 -0.3703
C 1.0877 -3.8585 2.5884 -0.1074
C 1.2595 -4.7364 3.6467 -0.0583
C 0.9736 -4.3317 4.9462 -0.0652
C 0.5429 -3.0377 5.1915 -0.0597
C 0.3715 -2.1521 4.1347 -0.0898
C -0.4487 -2.5673 0.0585 -0.3759
C -0.2858 -2.3787 -1.3148 -0.1237
C -1.0155 -3.1540 -2.2079 -0.0636
C -1.9072 -4.1082 -1.7355 -0.0622
C -2.0819 -4.2848 -0.3670 -0.0691
C -1.3734 -3.5014 0.5300 -0.1103
As 3.1235 -1.0505 -1.9306 1.3210
C 4.0837 -2.7044 -1.4729 -0.4179
C 5.3717 -2.7016 -0.9337 -0.1013
C 5.9335 -3.8740 -0.4461 -0.0748
C 5.2140 -5.0639 -0.4904 -0.0866
C 3.9407 -5.0817 -1.0395 -0.0897
C 3.3804 -3.9056 -1.5310 -0.1404
C 4.6533 0.0011 -2.5079 -0.4224
C 5.4679 -0.5175 -3.5146 -0.1256
C 6.5759 0.1901 -3.9580 -0.0823
C 6.8691 1.4342 -3.4129 -0.0902
C 6.0548 1.9622 -2.4231 -0.0863
C 4.9475 1.2506 -1.9753 -0.1137
H 4.0754 -0.2674 0.2719 0.0698
H 2.5334 0.5469 0.0197 0.0322
H 2.7967 -1.4142 1.8736 0.0789
H 2.5856 -2.4611 0.4882 0.0470
H 1.2956 -4.1882 1.5787 0.1074
H 1.6133 -5.7405 3.4532 0.1116
H 1.0870 -5.0290 5.7669 0.1106
H 0.3376 -2.7123 6.2041 0.1120
H 0.0427 -1.1481 4.3241 0.0637
H 0.4144 -1.6400 -1.6864 0.0370
H -0.8841 -3.0052 -3.2724 0.1134
H -2.4706 -4.7150 -2.4341 0.1111
H -2.7802 -5.0255 0.0036 0.1122
H -1.5147 -3.6451 1.5938 0.1026
H 5.9370 -1.7770 -0.8907 0.1049
H 6.9313 -3.8591 -0.0250 0.1054
H 5.6479 -5.9744 -0.0949 0.1037
H 3.3806 -6.0081 -1.0854 0.1022
H 2.3832 -3.9224 -1.9591 0.0867
H 5.2390 -1.4843 -3.9469 0.1017
H 7.2122 -0.2311 -4.7265 0.1044
H 7.7303 1.9914 -3.7597 0.1025
H 6.2841 2.9300 -1.9948 0.1016
H 4.3178 1.6745 -1.2029 0.0929
Se 0.2673 2.2255 2.0340 0.7009
C 0.1369 1.7171 3.8746 -0.6313
C -0.9343 1.0088 4.4008 -0.1626
C -0.9626 0.7503 5.7627 -0.1568
N -0.0110 1.1377 6.6104 0.0682
C 1.0117 1.8203 6.0949 -0.1322
C 1.1330 2.1326 4.7475 -0.1135
H -1.7431 0.6889 3.7656 0.0184
H -1.7959 0.2069 6.2001 0.1127
H 1.7737 2.1392 6.7979 0.1109
H 1.9844 2.6992 4.3896 0.1006
C -4.0035 -1.0346 -0.0317 -0.3601
Te -3.3096 0.2917 1.4771 1.4575
C -3.4139 -1.4055 2.7755 -0.3848
C -4.2488 -2.4325 2.0444 -0.2957
C -4.7327 -3.5615 2.7038 -0.0317
C -5.5109 -4.4864 2.0286 -0.0674
C -5.8023 -4.2976 0.6804 -0.0721
C -5.3094 -3.1880 0.0165 -0.0432
C -4.5335 -2.2493 0.6947 -0.2957
H -3.1900 -1.2660 -0.7233 0.0586
H -4.7889 -0.5229 -0.5847 0.0683
H -3.8544 -1.1339 3.7336 0.0682
H -2.3990 -1.7616 2.9526 0.0379
H -4.5037 -3.7068 3.7536 0.1203
H -5.9044 -5.3461 2.5561 0.1094
H -6.4200 -5.0141 0.1532 0.1098
H -5.5258 -3.0436 -1.0368 0.1229
```

highest occupied orbital energy (alpha / beta)	-9.913 / -9.913	eV
F_max	0.04579	Eh/bohr
LUMO level (alpha / beta)	-0.134 / -0.134	Ha
charge	+1
molar mass	1327.59	g mol⁻¹

---

Computed, not measured: 2 unconnected molecules or ions with the total composition CH2BrN, with ωB97M-V/def2-TZVPD.

Structure (XYZ):
```
5
Properties=species:S:1:pos:R:3:lowdin_charge:R:1
C -1.4933 0.4857 0.1265 -0.0571
N -0.6151 -0.2541 0.1311 0.0516
H -2.3811 1.0754 0.0303 0.0549
Br 2.7970 -0.3445 0.0723 0.3535
H 1.6925 -0.9625 -0.3602 -0.4028
```

SMILES	C#N.Br
highest occupied orbital energy	-10.553	eV
F_max	0.05283	Eh/bohr
LUMO level	0.034	Ha
molar mass	107.94	g mol⁻¹

---

Computed, not measured: a single C11H14ClNO molecule, with ωB97M-V/def2-TZVPD.

Structure (XYZ):
```
28
Properties=species:S:1:pos:R:3:lowdin_charge:R:1
O -2.0275 -2.2780 -0.4004 0.0395
C -0.7976 -2.3001 -0.2808 -0.5740
C -0.0348 -2.9431 0.8288 -0.1745
C 0.5068 -1.7762 1.7132 -0.6129
Cl 2.0841 -1.0220 1.4295 0.5316
N -0.1401 -1.6186 -1.2402 0.0376
C -0.7355 -0.6693 -2.2397 -0.1914
C -1.5979 0.5454 -1.7160 -0.1501
C -0.7949 1.5581 -0.7943 -0.2042
C -1.1560 1.8712 0.6380 -0.0163
C -0.1405 2.5434 1.4592 -0.1069
C 0.9658 3.2644 0.8479 -0.0890
C 1.1015 3.0777 -0.6189 -0.0690
C 0.2778 2.2094 -1.3586 -0.1101
H 0.5013 -3.9597 0.4570 0.1719
H -0.8935 -3.3530 1.4625 0.1281
H -0.0971 -0.8567 1.2321 0.0726
H 0.3253 -1.9780 2.9297 0.1435
H 0.6577 -0.9560 -0.9138 0.1324
H 0.1051 -0.1525 -2.7296 0.0911
H -1.4768 -1.2907 -2.9919 0.1679
H -1.8541 1.1037 -2.7254 0.1355
H -2.6052 0.0863 -1.4013 0.1187
H -1.9696 1.3490 1.1053 0.0811
H -0.2639 3.0463 2.6069 0.1514
H 1.4186 4.1794 1.3364 0.1041
H 1.8604 3.4961 -1.2712 0.0872
H 0.4965 1.9284 -2.3849 0.1041
```

SMILES	O=C(CCCl)NCCc1ccccc1
highest occupied orbital energy	-9.007	eV
F_max	0.11294	Eh/bohr
LUMO level	0.025	Ha
molar mass	211.69	g mol⁻¹

---

Computed, not measured: a single C4H5N molecule, with ωB97M-V/def2-TZVPD.

Structure (XYZ):
```
10
Properties=species:S:1:pos:R:3:lowdin_charge:R:1
N -2.8064 0.0414 -0.2518 0.1386
C -1.7242 -0.0382 0.1282 -0.1962
C -0.3279 -0.0530 0.5517 -0.2909
C 0.6925 0.7806 -0.1742 -0.0948
C 0.7149 -0.7259 -0.2756 -0.1058
H -0.2698 -0.2164 1.6321 0.1425
H 1.4330 1.2796 0.4461 0.1034
H 0.4405 1.3476 -1.0419 0.1010
H 0.3921 -1.1065 -1.2302 0.1075
H 1.4553 -1.3092 0.2157 0.0947
```

SMILES	N#CC1CC1
highest occupied orbital energy	-10.965	eV
F_max	0.02540	Eh/bohr
LUMO level	0.036	Ha
molar mass	67.09	g mol⁻¹